[1]
{
  "formula": "C44H51O4PS",
  "method": "ωB97M-V/def2-TZVPD",
  "smiles": "CC[C@@H](C)[C@@H]1CC(=O)O[C@H]1P(O)(O)=S.c1ccccc1.c1ccccc1.c1ccccc1.c1ccccc1.c1ccccc1.c1ccccc1",
  "homo_energy_ev": -9.26,
  "elements": ["C", "C", "C", "C", "C", "C", "C", "O", "O", "C", "P", "O", "O", "S", "H", "H", "H", "H", "H", "H", "H", "H", "H", "H", "H", "H", "H", "H", "H", "C", "C", "C", "C", "C", "C", "H", "H", "H", "H", "H", "H", "C", "C", "C", "C", "C", "C", "H", "H", "H", "H", "H", "H", "C", "C", "C", "C", "C", "C", "H", "H", "H", "H", "H", "H", "C", "C", "C", "C", "C", "C", "H", "H", "H", "H", "H", "H", "C", "C", "C", "C", "C", "C", "H", "H", "H", "H", "H", "H", "C", "C", "C", "C", "C", "C", "H", "H", "H", "H", "H", "H"],
  "positions_angstrom": [[3.2134, 2.1378, -0.4665], [1.6876, 1.9242, -0.4170], [1.1190, 0.9067, -1.4147], [1.3378, 1.3953, -2.8508], [1.6228, -0.5669, -1.2801], [0.4696, -1.5703, -1.2714], [0.2619, -1.8927, 0.1760], [-0.7264, -2.2588, 0.7315], [1.4443, -1.7374, 0.8255], [2.3349, -0.9375, 0.0334], [3.8490, -1.9506, -0.2387], [4.9657, -0.8415, -0.5318], [4.2100, -2.4741, 1.2238], [3.7082, -3.3342, -1.5646], [3.6717, 1.6004, -1.2993], [3.6916, 1.8055, 0.4606], [3.4682, 3.1901, -0.5693], [1.3636, 1.6939, 0.6010], [1.2075, 2.8759, -0.6575], [0.0356, 0.8856, -1.2607], [1.2099, 0.5840, -3.5702], [2.3437, 1.7945, -2.9935], [0.6277, 2.1809, -3.1115], [2.2699, -0.7945, -2.1277], [0.7876, -2.5131, -1.7269], [-0.4515, -1.2363, -1.7424], [2.6257, -0.0857, 0.6463], [4.7542, -0.0186, -0.0664], [4.0697, -3.4322, 1.2730], [-0.1631, 2.0077, 4.7861], [0.6011, 1.2496, 3.9099], [-0.0265, 0.4301, 2.9810], [-1.4125, 0.3596, 2.9357], [-2.1767, 1.1126, 3.8172], [-1.5494, 1.9396, 4.7387], [0.3212, 2.6502, 5.5102], [1.6822, 1.2957, 3.9540], [0.5466, -0.1696, 2.2882], [-1.8885, -0.2948, 2.2172], [-3.2572, 1.0519, 3.7857], [-2.1415, 2.5284, 5.4275], [-7.2357, -0.3213, 1.6212], [-7.4027, 1.0483, 1.4681], [-6.3240, 1.8434, 1.1064], [-5.0775, 1.2690, 0.8989], [-4.9109, -0.1001, 1.0548], [-5.9889, -0.8959, 1.4167], [-8.0783, -0.9408, 1.9007], [-8.3747, 1.4962, 1.6300], [-6.4550, 2.9115, 0.9858], [-4.2348, 1.8881, 0.6182], [-3.9380, -0.5488, 0.8967], [-5.8560, -1.9628, 1.5401], [1.0055, 1.8374, -8.2347], [0.8711, 0.5382, -7.7649], [1.7723, 0.0402, -6.8343], [2.8081, 0.8416, -6.3745], [2.9438, 2.1401, -6.8453], [2.0421, 2.6380, -7.7756], [0.3020, 2.2260, -8.9594], [0.0647, -0.0870, -8.1258], [1.6688, -0.9731, -6.4676], [3.5096, 0.4526, -5.6470], [3.7530, 2.7640, -6.4880], [2.1477, 3.6502, -8.1439], [-10.3886, 4.6012, 3.2522], [-11.7244, 4.5347, 3.6229], [-12.2392, 3.3611, 4.1556], [-11.4186, 2.2533, 4.3168], [-10.0837, 2.3185, 3.9427], [-9.5688, 3.4927, 3.4112], [-9.9862, 5.5175, 2.8399], [-12.3647, 5.3980, 3.4964], [-13.2805, 3.3097, 4.4457], [-11.8196, 1.3389, 4.7344], [-9.4430, 1.4543, 4.0661], [-8.5265, 3.5435, 3.1222], [9.4190, 0.6269, -3.6825], [10.4395, -0.1455, -3.1460], [10.1805, -0.9911, -2.0762], [8.9014, -1.0634, -1.5423], [7.8795, -0.2897, -2.0753], [8.1408, 0.5547, -3.1463], [9.6200, 1.2834, -4.5193], [11.4371, -0.0890, -3.5621], [10.9761, -1.5952, -1.6596], [8.6979, -1.7259, -0.7106], [6.8859, -0.3482, -1.6567], [7.3450, 1.1575, -3.5660], [1.9745, -5.6220, 1.6333], [1.0994, -4.8473, 2.3846], [0.8095, -5.2058, 3.6937], [1.3925, -6.3363, 4.2497], [2.2662, -7.1101, 3.4982], [2.5591, -6.7521, 2.1897], [2.2029, -5.3416, 0.6108], [0.6416, -3.9663, 1.9531], [0.1282, -4.6029, 4.2797], [1.1662, -6.6144, 5.2710], [2.7188, -7.9922, 3.9324], [3.2412, -7.3537, 1.6026]]
}

[2]
{
  "formula": "C44H52As2IN8O3S2Tl",
  "method": "ωB97M-V/def2-TZVPD",
  "homo_energy_ev": -1.56,
  "total_charge": -2,
  "de_lowest_kcal_mol": 0.00,
  "elements": ["Tl", "C", "C", "C", "C", "C", "N", "C", "C", "C", "N", "C", "C", "C", "C", "C", "C", "C", "C", "N", "C", "C", "C", "N", "C", "C", "C", "C", "O", "C", "O", "H", "H", "H", "H", "H", "H", "H", "H", "H", "H", "H", "H", "H", "H", "H", "H", "H", "H", "H", "H", "H", "H", "H", "H", "H", "H", "H", "H", "C", "As", "C", "C", "C", "C", "C", "C", "C", "As", "C", "C", "H", "H", "H", "H", "H", "H", "H", "H", "H", "H", "H", "H", "H", "H", "H", "H", "S", "C", "C", "C", "C", "C", "C", "S", "H", "H", "H", "H", "N", "C", "O", "C", "I", "H", "H", "H", "H", "N", "C", "N", "C", "N"],
  "positions_angstrom": [[0.4789, -1.1961, 0.3819], [2.7524, 4.4835, 5.9237], [2.8090, 3.5126, 4.7784], [2.6923, 3.8917, 3.4760], [2.8578, 2.9725, 2.4059], [2.5674, 3.2272, 1.0607], [1.6851, 4.0817, 0.5839], [0.6238, 4.7021, 1.3830], [-0.1891, 3.7100, 2.2429], [-1.6449, 3.4948, 1.8758], [-1.9206, 2.9229, 0.5635], [-2.8959, 2.0112, 0.3653], [-3.2248, 0.9215, 1.1343], [-4.4898, 0.2837, 0.8683], [-4.9011, -0.8169, 1.5281], [-6.2207, -1.4879, 1.2798], [-3.9612, -1.4503, 2.4125], [-2.6799, -1.0395, 2.5623], [-1.7545, -2.0071, 3.1802], [-0.5881, -2.2480, 2.7667], [0.0665, -3.4378, 3.3163], [1.5905, -3.4356, 3.3193], [2.2549, -2.4416, 4.2654], [2.4474, -1.1228, 3.6799], [2.9208, -0.2351, 4.4420], [3.0770, 1.1727, 4.0628], [2.9450, 2.1152, 5.0349], [3.2443, 1.5833, 2.6598], [3.6066, 0.8169, 1.7726], [-2.2470, 0.2587, 2.0118], [-1.1492, 0.7510, 2.2776], [2.3815, 5.4557, 5.5942], [3.7370, 4.6455, 6.3736], [2.0922, 4.1270, 6.7188], [2.5275, 4.9390, 3.2486], [3.0484, 2.5973, 0.3166], [1.5840, 4.0553, -0.4282], [-0.0043, 5.2683, 0.6924], [1.0810, 5.4483, 2.0286], [-0.1999, 4.0779, 3.2731], [0.3053, 2.7414, 2.2745], [-2.1930, 4.4463, 1.9387], [-2.0769, 2.8210, 2.6108], [-1.7665, 3.5418, -0.2170], [-3.4704, 2.1565, -0.5483], [-5.1345, 0.7450, 0.1251], [-6.8735, -0.8587, 0.6732], [-6.7379, -1.7076, 2.2178], [-6.0828, -2.4363, 0.7532], [-4.2545, -2.3954, 2.8644], [-2.2188, -2.6461, 3.9506], [-0.2579, -4.2596, 2.6720], [-0.2946, -3.6318, 4.3391], [1.9581, -3.2880, 2.3005], [1.8991, -4.4440, 3.6131], [3.2329, -2.8313, 4.5730], [1.6498, -2.3464, 5.1784], [3.1217, -0.4428, 5.5092], [2.8717, 1.7786, 6.0686], [-1.3984, 0.7487, -2.3523], [-1.1246, -0.8544, -3.4719], [-3.0163, -1.0500, -3.9570], [-0.5444, 0.2302, -5.0425], [-1.3899, 0.5083, -6.1150], [-0.9952, 1.3412, -7.1529], [0.2588, 1.9284, -7.1203], [1.1096, 1.6659, -6.0567], [0.7369, 0.8048, -5.0280], [1.8937, 0.5668, -3.4406], [3.4369, 1.6542, -3.9717], [2.7005, -1.1638, -3.9211], [-2.0156, 1.4624, -2.9032], [-0.4344, 1.1967, -2.1263], [-1.8791, 0.4401, -1.4263], [-3.5112, -0.0802, -4.0295], [-3.4652, -1.6382, -3.1572], [-3.1117, -1.5838, -4.9031], [-2.3843, 0.0799, -6.1432], [-1.6782, 1.5503, -7.9687], [0.5685, 2.6098, -7.9042], [2.0658, 2.1698, -6.0221], [3.7382, 1.4606, -5.0020], [4.2509, 1.3676, -3.3043], [3.2052, 2.7089, -3.8343], [3.0083, -1.1700, -4.9676], [1.9820, -1.9611, -3.7374], [3.5649, -1.3184, -3.2740], [0.1910, -4.2034, -0.0561], [-1.4891, -4.6723, -0.3254], [-1.7881, -6.0406, -0.3503], [-3.0742, -6.5274, -0.5303], [-4.1205, -5.6269, -0.6898], [-3.8482, -4.2676, -0.6682], [-2.5541, -3.7522, -0.4960], [-2.3587, -2.0085, -0.4866], [-0.9635, -6.7325, -0.2205], [-3.2504, -7.5978, -0.5445], [-5.1387, -5.9746, -0.8315], [-4.6558, -3.5532, -0.7899], [3.1259, -4.2667, -1.1036], [3.8607, -3.3306, -0.4659], [3.5339, -2.1685, -0.3248], [5.2500, -3.7314, 0.0205], [5.3284, -5.5349, 1.1746], [2.1153, -4.0697, -1.1814], [3.3144, -5.2313, -0.8802], [5.6188, -2.9403, 0.6617], [5.9243, -3.8906, -0.8169], [-0.1939, 7.9621, -4.2440], [-0.5078, 6.8619, -4.0337], [-0.9803, 5.6503, -3.8134], [-0.1286, 4.6795, -3.5943], [0.5402, 3.7411, -3.4068]]
}

no.,HOMO-LUMO gap (eV)
1,9.56
2,4.74